Computed, not measured: 2 unconnected molecules or ions with the total composition C2H5OS, with ωB97M-V with the def2-TZVPD basis set.

Element x y z (Å)
S -2.10 0.54 -0.74
H -2.71 1.72 -0.89
C 2.47 -0.97 1.18
C 1.28 -0.70 0.64
O 1.01 0.34 -0.15
H 2.64 -1.98 1.51
H 3.21 -0.20 1.22
H 0.60 -1.56 0.73
H 0.02 0.36 -0.28

Calculated values
**Net charge**: -1

Computed, not measured: a single C2H5PS molecule, with ωB97M-V with the def2-TZVPD basis set.

Element x y z (Å)
C 2.26 -0.38 -0.05
C -0.57 0.34 0.06
P -2.18 -0.37 -0.35
S 0.89 -0.03 -0.88
H 2.24 -0.31 1.07
H 3.22 -0.29 -0.55
H -0.49 0.29 1.08
H -2.66 0.61 -1.18
H -2.73 0.13 0.80

Computed, not measured: 2 unconnected molecules or ions with the total composition C2H5PS, with ωB97M-V with the def2-TZVPD basis set.

Element x y z (Å)
C -1.41 0.40 0.15
C 1.61 -0.87 -0.14
P -2.09 1.88 0.18
S 1.17 0.67 0.79
H -1.10 -0.56 0.52
H 0.71 -0.94 -0.75
H 1.79 -1.59 0.61
H 2.53 -0.68 -0.76
H -3.21 1.68 -0.61

Calculated values
**<S²>**: 2.016
**Multiplicity**: 3

Computed, not measured: a molecular structure, C2H5PSi, with ωB97M-V with the def2-TZVPD basis set.

Element x y z (Å)
C -0.55 0.61 0.11
C 0.04 -0.71 -0.53
Si 0.26 -0.45 1.33
P 0.88 0.87 -1.04
H -1.37 1.18 0.06
H -0.28 -1.45 -1.29
H 1.60 0.04 1.90
H -0.26 -1.52 1.98
H -0.32 1.43 -2.52

Going through the records in order, we get E values of -552.6451, -818.6050, -818.5319, -709.8770 a.u..
Going through the records in order, we get strongest force on any atom values of 1.86, 4.06, 3.31, 3.56 eV/A.
Going through the records in order, we get M values of 77.128, 92.103, 92.103, 88.122 g mol⁻¹.